{
  "formula": "CH4N2O2S",
  "method": "wB97M-V/def2-TZVPD",
  "e_above_lowest_kcal_mol": 67.8,
  "homo_lumo_gap_ev": 10.03,
  "energy_ha": -698.567199,
  "homo_ev": -9.4,
  "charge": 0,
  "multiplicity": 1,
  "largest_force_ev_per_a": 2.5,
  "species": ["C", "N", "N", "O", "O", "S", "H", "H", "H", "H"],
  "xyz": [[-2.11, 0.66, 0.59], [-2.41, 0.31, -0.48], [0.29, -0.67, 1.10], [2.09, -0.59, -0.61], [0.76, 1.34, -0.33], [1.44, 0.16, 0.64], [2.16, -1.57, -0.59], [-2.25, -0.05, -1.38], [0.15, 0.91, -0.92], [-0.12, -0.49, 1.97]]
}


{
  "formula": "CH4N2O2S",
  "method": "wB97M-V/def2-TZVPD",
  "e_above_lowest_kcal_mol": 98.7,
  "homo_lumo_gap_ev": 9.60,
  "energy_ha": -698.518053,
  "homo_ev": -9.5,
  "charge": 0,
  "multiplicity": 1,
  "largest_force_ev_per_a": 2.9,
  "species": ["C", "N", "N", "O", "O", "S", "H", "H", "H", "H"],
  "xyz": [[-0.50, -1.60, -0.45], [-1.82, 1.14, 0.34], [0.69, -1.13, -0.58], [1.06, 0.03, -0.91], [0.39, 2.19, 1.55], [-0.58, 1.85, 0.13], [-0.73, -2.62, -0.03], [-1.24, -0.82, -0.78], [1.50, -1.72, -0.44], [1.23, 2.68, 1.17]]
}


{
  "formula": "CH4N2O2S",
  "method": "wB97M-V/def2-TZVPD",
  "e_above_lowest_kcal_mol": 67.7,
  "homo_lumo_gap_ev": 9.25,
  "energy_ha": -698.567420,
  "homo_ev": -8.8,
  "charge": 0,
  "smiles": "ONC(=S)NO",
  "multiplicity": 1,
  "largest_force_ev_per_a": 2.6,
  "species": ["O", "N", "C", "S", "N", "O", "H", "H", "H", "H"],
  "xyz": [[0.17, -1.51, 0.75], [0.46, -0.18, 1.08], [-0.33, 0.75, 0.42], [-1.16, 1.94, 1.15], [-0.44, 0.55, -0.95], [0.57, -0.15, -1.54], [0.97, -1.88, 0.28], [0.33, -0.09, 2.09], [-0.66, 1.46, -1.37], [0.10, -0.89, -1.92]]
}


{
  "formula": "CH4N2O3",
  "method": "wB97M-V/def2-TZVPD",
  "e_above_lowest_kcal_mol": 1.3,
  "homo_lumo_gap_ev": 9.28,
  "energy_ha": -375.665234,
  "homo_ev": -9.6,
  "charge": 0,
  "smiles": "NC(=O)O.N=O",
  "multiplicity": 1,
  "largest_force_ev_per_a": 3.0,
  "species": ["N", "C", "O", "O", "H", "H", "H", "N", "O", "H"],
  "xyz": [[0.83, 0.95, -0.66], [0.88, -0.37, -0.54], [0.67, -1.27, -1.32], [1.13, -0.70, 0.77], [0.72, 1.45, 0.20], [0.76, 1.39, -1.56], [1.13, -1.62, 0.85], [-2.16, -0.32, 0.92], [-2.76, 0.55, 0.32], [-1.19, -0.06, 1.02]]
}


{
  "formula": "CH4N2O3",
  "method": "wB97M-V/def2-TZVPD",
  "e_above_lowest_kcal_mol": 47.2,
  "homo_lumo_gap_ev": 9.86,
  "energy_ha": -375.592111,
  "homo_ev": -9.7,
  "charge": 0,
  "smiles": "O=C(NO)NO",
  "multiplicity": 1,
  "largest_force_ev_per_a": 5.1,
  "species": ["O", "C", "N", "O", "N", "O", "H", "H", "H", "H"],
  "xyz": [[-1.91, -0.39, 0.00], [-0.70, -0.18, 0.01], [0.24, -1.08, 0.46], [1.48, -1.08, -0.34], [-0.19, 1.00, -0.55], [0.82, 1.50, 0.34], [-0.17, -2.04, 0.37], [1.65, 0.07, -0.33], [-0.94, 1.61, -0.69], [0.21, 1.77, 1.18]]
}


{
  "formula": "CH4N2O3P",
  "method": "wB97M-V/def2-TZVPD",
  "e_above_lowest_kcal_mol": 0.0,
  "homo_lumo_gap_ev": 8.44,
  "energy_ha": -717.269296,
  "homo_ev": -4.3,
  "charge": -1,
  "smiles": "NC(=O)[P@](N)(=O)[O-]",
  "multiplicity": 1,
  "largest_force_ev_per_a": 2.6,
  "species": ["N", "C", "O", "P", "N", "O", "O", "H", "H", "H", "H"],
  "xyz": [[1.34, 1.39, 0.02], [0.81, 0.18, -0.21], [1.47, -0.82, -0.38], [-1.25, 0.29, -0.15], [-1.81, -1.31, -0.11], [-1.65, 0.92, -1.44], [-1.56, 0.96, 1.14], [2.34, 1.50, 0.13], [0.71, 2.13, 0.26], [-1.48, -1.82, -0.92], [-1.53, -1.75, 0.75]]
}


{
  "formula": "CH4N2O3S",
  "method": "wB97M-V/def2-TZVPD",
  "e_above_lowest_kcal_mol": 32.2,
  "homo_lumo_gap_ev": 9.80,
  "energy_ha": -773.874460,
  "homo_ev": -10.5,
  "charge": 0,
  "multiplicity": 1,
  "largest_force_ev_per_a": 3.1,
  "species": ["C", "N", "N", "O", "O", "O", "S", "H", "H", "H", "H"],
  "xyz": [[-0.37, 1.09, 1.06], [-0.11, 2.02, 1.88], [-0.78, -1.51, -1.41], [-1.53, 0.68, 0.65], [0.69, 0.28, 0.50], [1.63, -1.72, -2.23], [0.54, -0.83, -1.81], [0.96, 2.06, 1.91], [1.43, 0.34, 1.15], [-1.59, 0.10, -0.20], [-0.86, -2.50, -1.50]]
}


{
  "formula": "CH4N2OS",
  "method": "wB97M-V/def2-TZVPD",
  "e_above_lowest_kcal_mol": 109.5,
  "homo_lumo_gap_ev": 9.49,
  "energy_ha": -623.284735,
  "homo_ev": -9.0,
  "charge": 0,
  "smiles": "C=NSON",
  "multiplicity": 1,
  "largest_force_ev_per_a": 3.7,
  "species": ["C", "N", "S", "O", "N", "H", "H", "H", "H"],
  "xyz": [[-2.02, 0.14, 0.25], [-1.12, -0.25, 1.00], [0.46, 0.91, 1.03], [1.49, -0.24, 0.72], [1.77, -0.28, -0.75], [-3.07, -0.23, 0.23], [-1.90, 1.07, -0.32], [2.60, 0.12, -1.01], [1.78, -1.23, -1.16]]
}